98
Properties=species:S:1:pos:R:3:forces:R:3 method="wB97M-V/def2-TZVPD" energy_ha=-8254.02297 multiplicity=2 charge=-2 relative_energy_ev=3.130 homo_energy_ev="-0.57 / -0.62" s2=0.7958 max_force_ev_per_a=2.5
C -3.35054 -2.47704 3.45050 -0.10 -0.06 -0.02
H -3.14988 2.31165 -5.14469 -0.09 -0.02 -0.05
C -3.53859 -1.28756 -1.17456 0.48 0.26 0.17
O 0.18259 2.05386 0.09382 0.95 1.11 0.47
H 5.36591 -1.23206 -1.46019 -0.05 -0.02 0.02
C -3.17781 1.62795 -4.28792 0.12 -0.10 0.05
Si 3.90910 -0.78836 -3.45411 0.00 -0.13 0.35
H -2.81420 0.65621 -4.61769 -0.08 -0.02 -0.07
C 1.03105 2.39018 7.27794 0.01 -0.04 -0.12
H 3.62194 -0.06126 1.91356 -0.04 0.05 -0.04
H -0.26568 -1.12623 5.32797 0.00 -0.03 0.05
Cl 1.78428 3.62250 -1.90949 -0.04 0.27 -0.12
H -5.50143 -0.41365 -0.92705 -0.01 0.01 0.00
C 1.53813 1.87926 5.01187 -0.08 -0.04 -0.07
H -0.69865 3.88008 2.26634 0.01 0.04 -0.04
C -0.29235 2.04322 7.09093 -0.02 0.04 0.10
Cl 5.60180 -4.30518 0.63601 0.14 -0.11 -0.03
O 1.55083 -0.08477 0.38889 1.21 -0.40 0.61
H -3.27685 -4.33792 -2.64027 0.00 0.00 0.00
C 1.95843 2.32383 6.26030 0.07 0.05 0.10
S -0.88179 1.13437 -2.94515 0.93 0.10 -0.13
H 5.10419 -0.30840 -5.65129 0.07 -0.08 0.05
C -1.58263 -0.82434 3.66297 0.26 0.20 -0.19
C -2.65921 4.60166 2.68787 -0.03 0.06 0.06
H -4.21394 -2.87460 2.93274 0.01 -0.03 -0.01
H 3.91691 -3.23930 -2.90171 0.01 0.03 0.00
C -2.66221 3.31006 -2.54277 0.14 -0.53 -0.13
H 5.36056 -1.83837 2.03657 0.02 0.01 -0.01
C -1.97778 2.28950 2.92533 0.16 -0.33 -0.13
C 4.51894 -1.93158 1.36546 -0.03 -0.08 -0.05
C 2.28400 3.34349 -0.26034 -0.57 -0.40 -0.14
C 3.70664 -2.65534 -3.79834 0.02 0.37 0.06
H 2.24376 1.83580 4.19050 0.07 0.02 0.04
C -2.30983 2.13469 -3.15314 -0.68 0.32 0.51
N -1.69177 0.10419 -0.39322 -1.08 0.21 0.06
H -0.98886 2.12020 7.91610 0.00 0.00 0.00
C -3.90430 4.01408 -3.05807 -0.02 -0.03 -0.03
F -4.87578 5.21123 3.23645 0.02 -0.01 -0.04
C 1.15215 2.71410 0.62701 0.43 0.68 0.34
O 1.28965 2.93979 1.82797 -0.29 -0.15 -0.32
H 1.05209 -3.39529 -1.65856 -0.05 0.01 0.04
H 2.61027 4.28389 0.16810 -0.17 -0.08 0.16
C -1.68971 3.61262 2.60110 -0.06 0.01 -0.07
C 1.13237 -2.45794 -1.11460 -0.08 -0.36 0.09
C -0.69002 1.60637 5.83513 0.04 0.00 0.03
C -3.92435 -2.50206 -1.77520 -0.04 -0.39 -0.18
C -1.18188 -1.98043 -1.38656 -0.34 -0.49 0.04
C -2.57096 1.03645 -0.04086 0.71 -0.01 -0.04
C -1.13595 -1.49613 4.79837 -0.06 0.03 -0.01
H -0.88189 -3.90214 -2.30929 -0.01 -0.02 0.01
H -3.51717 0.95360 3.60838 -0.04 0.02 0.02
H 3.35266 -0.02070 -5.74533 -0.02 -0.02 -0.05
Sb -0.37289 0.80565 2.79062 -0.70 0.14 1.23
H 6.34872 -0.77972 -2.86393 0.04 -0.03 -0.03
H -1.43172 -3.14552 6.16168 -0.04 -0.03 0.01
C 3.32050 -3.21037 -0.29818 -0.18 0.09 -0.06
C -4.24454 2.95328 3.45370 -0.11 0.01 0.03
H -4.97810 -2.70053 -1.92996 0.00 0.00 -0.03
H 4.38131 -2.98978 -4.59037 0.06 0.02 -0.03
H -3.77447 4.32901 -4.10018 -0.08 -0.04 -0.04
H -4.08453 4.89547 -2.44997 -0.03 0.02 -0.01
C -3.92008 4.25124 3.11965 0.06 -0.06 0.05
C -2.96697 -3.41194 -2.16923 -0.53 0.17 0.06
S -1.85765 4.12990 -1.26347 0.23 0.29 0.41
Se 1.98351 0.19204 -2.75393 0.79 0.26 -1.00
C -4.43759 -0.27458 -0.77315 0.21 0.28 0.14
H -5.24690 2.71577 3.78709 -0.01 0.02 0.00
H 2.68109 -2.86101 -4.10649 -0.03 0.00 -0.04
Ti 0.35124 0.42002 -0.87182 -1.07 0.07 -2.20
C -1.60892 -3.17334 -1.97991 0.51 0.42 0.20
H 2.98402 2.61561 6.44527 0.00 0.01 0.01
H 4.38017 1.15171 -4.94212 0.03 0.04 0.01
H -4.22325 1.52274 -3.97679 -0.03 -0.04 -0.08
F -3.54250 -4.18429 5.07237 -0.01 -0.01 -0.02
C 2.44989 -1.05644 0.44254 0.44 -0.59 0.03
C -2.67976 -1.35346 2.98338 0.06 0.02 0.02
H 3.23374 -4.09823 -0.91134 0.01 -0.05 0.06
H -4.78629 3.36446 -3.00981 -0.04 0.02 -0.06
C -3.26416 1.97437 3.35096 0.06 0.01 -0.05
H -3.02526 -0.88385 2.06768 -0.06 -0.01 -0.02
C 3.54215 -0.94717 1.29608 -0.09 0.12 0.03
F 1.43155 2.81188 8.50831 -0.01 0.01 -0.01
C -2.16299 -1.03056 -0.97420 -0.49 -0.73 -0.13
C 4.38685 -3.04903 0.54904 0.01 0.06 0.09
H -2.44292 5.62476 2.41345 -0.02 0.00 -0.04
Cl 3.69148 2.25073 -0.20362 0.27 0.01 0.18
N 0.08483 -1.61142 -1.07165 -0.13 -0.11 0.01
C -1.78229 -2.62773 5.27819 -0.03 -0.08 0.05
H 5.47434 0.45824 -1.94448 -0.01 0.05 -0.04
C -3.94386 0.88106 -0.21976 -0.63 -0.41 -0.04
C 5.42481 -0.56372 -2.32144 -0.37 -0.02 -0.21
C 2.30226 -2.23205 -0.36510 0.05 0.22 0.30
H -1.72658 1.33585 5.67379 -0.03 0.01 0.02
H -2.16944 1.95834 0.35294 0.01 0.12 -0.14
C 4.23730 0.08458 -5.11633 -0.19 -0.11 0.41
H -4.60188 1.68190 0.08838 0.07 0.07 -0.03
C -2.89052 -3.08917 4.59783 0.08 0.10 -0.01
C 0.21699 1.50813 4.78519 0.16 -0.25 -0.37

=====

12
Properties=species:S:1:pos:R:3:forces:R:3 method="wB97M-V/def2-TZVPD" energy_ha=-360.36100 charge=-1 relative_energy_ev=0.278 homo_energy_ev=-4.15 max_force_ev_per_a=0.9
H -0.48749 -0.06063 2.20351 -0.18 0.24 -0.32
H 0.81230 -0.12498 -2.23982 0.04 0.26 0.04
O -1.38932 -0.03751 2.59160 0.05 -0.27 0.25
H 0.83803 -1.52084 -1.28011 -0.09 -0.14 0.51
N -0.92263 -0.34034 -1.10118 0.15 -0.42 -0.05
H -1.70801 0.84703 2.40343 0.16 0.07 -0.10
O 0.82583 0.37486 0.95244 -0.21 0.06 0.39
C 1.34699 0.31046 -0.18983 0.40 -0.23 -0.01
H -1.18210 0.57466 -1.44754 -0.02 0.07 0.11
C 0.53741 -0.47142 -1.24128 -0.26 0.35 -0.75
H -1.11369 -0.32959 -0.10275 -0.04 0.04 0.02
O 2.44268 0.77829 -0.54845 -0.01 -0.02 -0.09

=====

99
Properties=species:S:1:pos:R:3:forces:R:3 method="wB97M-V/def2-TZVPD" energy_ha=-2218.71763 relative_energy_ev=0.863 homo_energy_ev=-8.79 smiles="COC[C@H](C)N.COC[C@H](C)N.COC[C@H](C)N.NC(N)=O.NC(N)=O.NC(N)=O.NC(N)=O.NC(N)=O.NC(N)=O" max_force_ev_per_a=3.6
H -2.72308 -5.64730 -1.19014 0.20 -0.39 0.84
H 0.16182 -1.55320 -2.15924 0.07 -0.12 0.45
H 0.00548 -3.87741 -2.29543 -0.31 -0.09 0.38
N 3.44480 4.37336 0.90646 0.05 -0.15 -0.77
H 0.83619 2.87598 -0.07137 0.17 -0.60 -0.33
H -2.92333 4.28653 -1.01756 0.27 0.22 -0.13
H 1.06988 -0.76665 2.23786 0.08 -0.23 0.48
O -4.64959 -0.98048 -0.41529 -0.48 0.92 -1.30
O 0.52983 0.07545 -3.79111 1.14 2.10 0.41
C 0.17838 0.96695 -4.82282 -0.97 0.46 0.04
C 4.83896 -0.68412 -0.12703 1.00 -0.05 0.65
N -0.41271 -3.27934 -3.00312 0.30 -1.71 -0.92
H 2.09882 -4.66514 3.25978 -0.29 0.02 -0.17
H 2.17531 -3.15360 -2.12963 0.26 0.03 -0.89
C 0.50271 -3.37085 3.31199 -0.05 -1.28 -0.39
H -0.40075 -3.64046 0.57822 0.14 -0.01 0.57
H 0.04272 3.98874 0.63822 -0.54 0.58 0.60
C 0.73513 -0.39420 0.28687 1.13 0.75 1.33
N 4.46474 0.57804 -0.49575 -0.47 -0.01 -0.85
N 0.30170 3.69599 -0.27555 0.51 0.46 -0.35
H -2.74186 -0.04803 -0.06482 -0.65 0.49 -0.29
N 2.88098 0.11859 4.58133 -0.70 -0.32 0.20
H -2.65944 2.98075 0.07133 0.45 -0.19 -0.29
H 3.38313 4.74617 3.45922 0.01 0.21 -0.41
H -0.78083 4.01450 -5.33461 -0.28 0.69 0.84
H -0.16966 -3.84045 -3.83556 -0.51 0.25 0.11
C -3.40922 -0.88794 0.16440 1.68 -1.08 2.77
H -1.53325 -1.18103 1.92048 -0.14 0.78 -0.02
H 3.70919 0.60719 4.26889 -0.41 -0.17 0.01
N 0.55441 0.11687 5.00449 1.24 -0.33 -0.05
O -1.56559 3.76609 -3.36819 0.29 -0.20 -0.71
H 2.80985 -0.89162 4.48982 0.24 0.37 -0.16
O 0.00528 -1.35227 0.07826 -0.42 -0.72 0.46
H 3.30527 4.13236 -0.07430 0.01 0.39 0.65
C 0.44749 -2.13599 -3.02650 1.23 1.34 1.25
C -1.56580 -5.32076 0.50161 -0.39 -0.11 0.94
H -4.16987 -1.89835 1.91097 0.44 0.40 0.18
C -1.53910 4.44187 -4.61872 -1.46 -1.54 -0.69
H -2.53820 4.14777 -5.04130 0.89 0.46 0.02
H -4.97358 1.10365 -0.51870 0.59 -0.73 -0.55
H -0.88799 -1.10536 -4.31757 -0.88 -0.83 -0.39
C -0.84933 3.46397 -1.17163 0.39 -1.33 2.50
H -0.92785 5.29432 -2.25318 0.29 -0.25 0.42
O 2.81917 2.27524 1.41722 0.02 1.63 0.92
H -4.40529 0.33210 -2.02932 0.75 0.01 -1.30
H 4.39212 1.23343 0.25058 0.15 0.50 0.71
H -0.80710 2.38251 -1.36341 -0.45 0.21 -0.45
H 6.41985 -1.53260 0.72603 -0.52 0.65 0.25
H 2.75556 3.17579 3.78192 -0.24 -0.15 0.28
C -4.98695 0.17854 -1.16945 -1.55 0.66 2.90
H 0.71252 0.30139 -1.66581 0.17 0.06 0.42
C -4.51932 0.24174 2.20374 0.11 0.24 -0.89
N -2.43570 -5.98313 -0.26371 -0.96 1.00 -2.74
N 1.02648 0.47746 -0.71201 0.20 0.62 -0.33
O 4.33803 -1.74372 -0.43300 -0.25 0.28 -0.38
O 1.18761 -2.39851 3.63363 0.17 0.56 0.38
H -1.90164 4.47022 0.45885 -0.10 0.20 -0.57
C -0.64678 4.22474 -2.40625 -0.67 2.52 -1.43
C 3.07866 3.44907 1.81536 0.45 -1.05 -0.33
H 2.57721 -1.51494 -2.77587 -0.93 -0.89 0.36
C 1.95902 -2.45102 -2.95409 -0.03 2.00 0.21
H -0.83495 0.71424 -5.19539 0.51 -0.14 -0.23
H -1.53823 5.53401 -4.55765 0.42 -0.08 0.20
H -6.04999 0.09084 -1.31863 -0.34 -0.22 -0.91
C -3.61214 -0.95114 1.74816 -0.38 0.43 -0.97
H 0.89849 1.05543 -5.64506 0.00 -0.42 0.13
H -4.22647 1.16514 1.65283 0.24 -0.44 0.51
H 1.64797 0.77786 1.76026 0.67 1.44 0.28
H 0.56049 -5.40175 2.71232 0.63 0.91 0.34
N 5.95261 -0.61572 0.69292 0.20 -2.75 0.60
N -1.26413 -4.02821 0.24242 0.38 0.20 -0.45
H 0.57542 -0.86877 4.75854 -0.74 0.06 -0.01
H -1.32796 -2.41214 3.27525 0.02 -0.60 -0.05
C 1.71251 0.81083 4.75032 -0.90 -0.58 0.14
H 3.60066 0.56507 -0.98278 -0.72 -0.13 -0.57
O -1.21952 -5.90423 1.51852 1.28 0.00 1.35
N -2.33004 -0.91532 2.50215 -1.23 0.16 -0.12
H 2.25115 -2.62025 -3.98785 0.39 -1.35 0.05
C -2.14536 3.82875 -0.40453 -0.30 -0.30 0.32
N 1.34883 -0.12272 1.52394 -1.74 -2.07 -2.34
O 1.60330 2.02355 4.71562 1.04 1.69 -0.20
H 6.62311 0.08464 0.56331 0.62 1.39 -0.39
H 0.38055 4.31371 -2.78152 0.08 -0.79 0.11
H -2.79286 -1.75070 -0.11701 -0.15 -0.11 0.03
N -0.85725 -3.32026 3.21160 0.80 -0.66 0.01
H 0.68689 -1.45758 -5.04228 0.24 -0.54 -0.91
H 3.55189 5.31791 1.20249 -0.01 0.46 -0.27
H 1.71187 1.19735 -0.54181 -0.07 -0.14 -0.03
H -1.32240 -4.12980 2.79248 0.11 0.53 0.31
H -2.28016 -0.00867 2.97708 0.70 -0.54 -0.59
H -5.59917 0.16049 1.93048 0.83 -0.48 0.46
N 3.13353 3.84080 3.11376 -0.39 -1.18 -0.22
H -0.24893 0.73876 5.01668 0.22 -0.77 -0.10
H -2.64453 -6.90897 0.01985 -0.15 -0.55 0.11
N 1.12247 -4.58573 3.01906 -1.37 0.25 -0.06
H 0.01624 1.94183 -4.39914 0.33 0.52 0.39
H -1.48380 -3.60690 -0.63097 -0.46 0.08 -0.76
C 0.16830 -1.19657 -4.13995 -0.87 -0.78 -0.40
H -4.39285 0.42532 3.27905 -0.28 -0.10 -0.22

=====

107
Properties=species:S:1:pos:R:3:forces:R:3 method="wB97M-V/def2-TZVPD" energy_ha=-4933.01113 multiplicity=4 charge=+2 relative_energy_ev=0.174 homo_energy_ev="-13.32 / -13.96" s2=3.8001 max_force_ev_per_a=0.7
H 0.06163 2.88506 -1.98218 -0.02 -0.01 -0.01
C -2.42986 3.56244 0.62590 0.03 0.05 -0.04
C -3.02445 -0.86735 -3.53871 0.01 -0.02 0.00
C -2.92211 -0.85695 -1.08018 0.02 0.19 -0.21
H -2.05274 -0.38463 -3.50433 -0.01 0.01 -0.03
H 3.19132 3.10876 -2.20681 0.01 0.00 0.00
C 4.13553 0.17250 1.22993 -0.05 -0.04 0.04
H -1.28239 -3.15787 1.81257 0.01 0.02 0.01
C 2.16283 2.03138 1.74490 -0.05 0.00 -0.03
H -5.37728 -1.60974 -1.26163 -0.01 0.01 0.09
H 0.52900 -0.15726 -3.16783 0.02 -0.02 0.00
H -0.36717 4.60255 -0.61342 -0.01 -0.01 0.00
H -0.52559 2.02846 -3.71778 -0.01 0.00 -0.01
C 1.82750 3.51586 -3.83997 -0.02 0.00 0.02
C -0.03320 3.73773 -0.03318 0.00 -0.04 -0.01
H -3.09605 3.09530 1.35625 0.03 -0.03 0.03
H 3.28575 -0.51777 1.18784 0.03 0.02 -0.01
C 0.46487 -0.99807 1.53565 0.17 -0.11 -0.13
H 0.05618 1.08743 4.37150 -0.01 0.00 0.00
H -1.86916 -0.60309 4.20576 0.00 0.01 0.00
H 3.03423 2.29678 3.69705 0.01 0.01 -0.01
H -1.59116 -4.38696 -2.07045 0.00 0.01 0.00
H -2.03648 -1.24404 1.29554 0.09 -0.07 0.00
H -1.09820 -4.75379 2.57296 0.01 0.01 0.00
C 0.67413 0.28781 4.78317 0.01 0.00 0.01
H 3.55766 2.28147 -3.69069 -0.01 0.00 -0.01
H 5.02794 -0.42698 1.04682 0.01 0.03 0.02
H -3.51877 2.40079 -0.85985 0.38 0.38 -0.08
H 0.97417 3.98615 0.28558 0.06 -0.01 0.03
H -2.76588 4.59597 0.52969 -0.04 -0.01 0.01
O 2.59564 -1.35543 -1.17782 0.35 0.10 0.14
C 1.14401 0.63368 -3.61500 0.01 -0.01 0.00
C -0.06689 2.50861 -0.96998 0.01 0.02 0.02
H 0.44846 3.45620 -5.50492 -0.01 0.01 0.01
C -4.57224 0.58398 0.03675 -0.21 -0.32 0.02
N -3.64539 -0.86898 -2.21439 -0.02 0.03 0.11
H -4.34113 1.36858 0.75611 -0.05 -0.06 -0.01
H 3.82418 0.09229 3.36312 0.00 0.00 0.00
H -5.70287 -0.44227 -2.56190 0.00 0.02 0.01
C 0.25740 1.62525 -4.36867 -0.01 -0.01 0.02
C 3.80587 -2.11173 -1.17935 -0.17 0.02 -0.04
H -2.45822 3.59289 -1.55146 0.06 0.02 0.01
H 1.71818 0.50286 4.55323 -0.01 -0.01 0.00
H 2.88768 0.54458 -2.41433 0.00 -0.02 0.03
C 0.16963 -6.58475 0.60339 0.00 -0.01 0.00
As -0.54226 -4.86343 0.15543 0.03 -0.05 0.08
H -5.49734 0.09701 0.34332 -0.02 -0.07 0.01
H -0.84459 4.33948 1.88449 0.00 0.00 -0.01
H 2.22112 -1.97026 4.53822 0.00 -0.01 -0.01
H 1.53676 2.90468 1.90960 -0.04 0.03 -0.02
H -3.67574 -0.30719 -4.20874 -0.01 0.00 0.00
H -3.67190 -1.07079 1.97832 0.00 0.02 0.00
H 2.44890 4.30225 -4.27056 0.00 -0.01 0.00
H 1.07357 -2.22874 5.85860 0.00 0.00 0.00
H -0.25894 1.09419 -5.17129 0.01 -0.01 -0.01
C -1.74378 -5.15688 -1.32105 -0.01 0.03 0.00
H -2.60684 0.34057 1.81580 0.02 -0.01 0.01
H -1.45438 1.13514 -0.04797 0.07 0.06 -0.03
H -2.77019 -5.13281 -0.95911 0.00 -0.01 -0.01
C -0.98537 3.55178 1.14380 0.00 0.02 0.02
H -1.52272 -6.13794 -1.73715 0.00 0.01 -0.02
C 2.61839 1.96531 0.26692 -0.03 -0.02 0.00
H 0.91912 -3.15412 4.35840 -0.01 0.00 0.01
H 1.81051 2.36364 -5.65337 -0.01 0.00 -0.01
H -2.91228 -1.88283 -3.92330 0.02 0.01 0.00
H -5.16398 -2.08250 -2.94599 -0.01 0.01 0.01
H 1.55371 1.16120 2.00271 0.07 0.03 -0.03
H 2.74441 2.98751 -0.10345 0.04 0.01 0.03
S 1.17113 -3.67540 -0.35382 0.06 0.15 -0.14
H -0.75922 2.60741 1.65166 -0.02 0.00 0.00
C 1.17755 -2.17911 4.77414 0.00 0.00 0.01
C -2.90360 -0.60493 1.35800 0.00 0.00 0.04
H 0.70345 -6.97774 -0.25957 0.00 0.00 0.00
H -0.65278 -7.24968 0.86579 0.01 -0.01 0.00
H 3.89930 -2.59401 -2.15097 0.03 -0.02 0.01
C -1.47976 -4.22058 1.70383 -0.04 0.03 -0.02
P 1.32594 1.27671 -0.86965 0.01 -0.02 0.10
C 2.07841 1.25921 -2.55544 0.02 0.06 0.00
N -3.44278 -0.35058 0.03205 -0.06 -0.19 -0.08
Re 0.91966 -1.19909 -0.37129 -0.69 -0.13 -0.16
H 1.78176 0.13163 -4.34850 0.00 0.02 -0.01
H -2.54595 -4.41028 1.59340 0.00 0.00 0.01
H 4.63747 -1.42773 -1.02053 0.03 -0.03 -0.02
C 2.72884 2.57475 -3.03906 0.00 -0.02 -0.01
H -4.69868 1.02951 -0.94325 -0.13 -0.18 -0.01
C 0.25895 -1.08017 4.22072 0.04 0.05 -0.04
H 5.22895 1.02280 2.89767 0.00 0.00 0.00
H -1.58735 1.21232 -1.79595 0.04 0.06 0.00
C -1.43462 1.82160 -0.90024 0.03 0.03 0.04
H -1.52106 -2.34461 4.20681 0.00 0.00 0.00
H -1.30283 -1.39345 5.67801 0.00 -0.01 0.00
C -1.20170 -1.37477 4.59248 0.00 0.00 0.00
H 3.79243 -2.86402 -0.39098 0.04 0.00 0.01
H 1.11180 4.03158 -3.19283 0.00 -0.01 0.01
C -5.05991 -1.25996 -2.23755 0.01 0.13 0.04
H 4.76137 1.99698 0.31236 0.01 0.00 -0.04
H 4.15524 0.85297 -0.84464 -0.03 -0.04 0.01
C 3.98189 1.24673 0.15662 0.04 0.02 0.01
S -1.35228 -1.62438 -1.23640 0.05 -0.24 0.30
C 4.19458 0.80829 2.62513 0.02 0.00 -0.01
H 0.55587 0.28488 5.86738 0.01 0.00 0.00
C 0.38687 -1.04749 2.75775 -0.14 0.04 0.00
H 0.85401 -6.48182 1.44246 0.00 0.00 0.01
C 3.37016 2.09904 2.67808 0.00 0.03 0.01
C 1.08378 2.77113 -4.94273 0.02 0.00 -0.02
C -2.53777 2.86318 -0.74141 -0.07 0.06 -0.09
H 3.98814 2.95611 2.39795 0.00 0.00 -0.01